C35H67NO18 | wB97M-V/def2-TZVPD

The value obtained for the LUMO energy is -1.5802 eV. For the energy, the calculation gives -75717.049 eV. Its HOMO-LUMO gap is 0.250 hartree.

Geometry as XYZ:
```
121
Properties=species:S:1:pos:R:3:lowdin_charge:R:1
C 0.874 2.311 3.721 -0.113
O 0.429 1.530 2.521 -0.281
C -0.679 2.252 1.833 -0.245
C -1.553 1.310 0.814 -0.160
C -2.769 0.457 1.578 -0.193
C -2.351 -0.030 3.085 -0.206
C -3.390 -1.075 3.799 -0.212
C -4.901 -1.104 3.174 -0.220
C -5.847 0.179 3.536 -0.214
C -5.271 1.182 4.693 -0.190
C -6.127 2.613 4.552 -0.147
C -5.561 3.341 3.198 -0.269
C -4.378 4.480 3.302 -0.085
C -4.314 4.794 1.660 0.104
N -5.603 4.618 1.141 -0.012
C -6.111 4.730 -0.279 -0.400
O -7.261 4.078 -0.609 -0.105
O -5.447 5.448 -1.384 -0.211
C -6.592 4.240 2.264 -0.059
H -0.085 2.555 4.377 0.091
H 1.608 1.607 4.339 0.110
H 1.428 3.302 3.357 0.107
H -0.155 3.091 1.185 0.129
H -1.374 2.829 2.614 0.102
H -2.041 2.021 -0.012 0.120
H -0.788 0.591 0.264 0.126
H -2.950 -0.492 0.876 0.126
H -3.717 1.151 1.536 0.092
H -2.207 0.926 3.755 0.089
H -1.287 -0.535 2.997 0.124
H -3.418 -0.889 4.954 0.108
H -2.925 -2.164 3.656 0.119
H -5.439 -2.077 3.609 0.115
H -4.944 -1.239 1.995 0.111
H -6.870 -0.266 3.961 0.123
H -6.134 0.698 2.521 0.108
H -4.147 1.488 4.584 0.098
H -5.560 0.739 5.744 0.119
H -7.284 2.412 4.495 0.124
H -5.909 3.268 5.525 0.127
H -5.103 2.613 2.370 0.123
H -4.614 5.476 3.880 0.140
H -3.301 4.011 3.515 0.115
H -3.339 5.064 1.027 0.182
H -6.677 5.271 2.849 0.151
H -7.620 3.771 1.960 0.154
C -11.069 3.802 9.052 -0.069
C -10.478 3.187 7.794 -0.219
O -9.046 3.222 7.827 0.015
C -8.453 2.294 8.620 -0.552
O -9.026 1.448 9.287 0.111
O -7.112 2.490 8.567 -0.021
C -6.371 1.645 9.445 -0.053
H -10.674 4.810 9.210 0.082
H -12.158 3.852 8.983 0.081
H -10.809 3.217 9.941 0.075
H -10.788 3.777 6.926 0.123
H -10.838 2.164 7.635 0.126
H -6.616 0.591 9.283 0.098
H -6.562 1.932 10.484 0.101
H -5.308 1.787 9.236 0.093
C 0.632 -0.614 -5.276 -0.056
C 0.476 -0.240 -3.812 -0.216
O -0.066 1.079 -3.671 0.014
C -1.400 1.194 -3.895 -0.554
O -2.159 0.286 -4.193 0.108
O -1.738 2.500 -3.760 -0.015
C -3.100 2.778 -4.077 -0.045
H 1.219 0.143 -5.806 0.080
H 1.126 -1.583 -5.377 0.078
H -0.339 -0.670 -5.778 0.076
H 1.462 -0.228 -3.336 0.097
H -0.135 -0.970 -3.269 0.127
H -3.781 2.139 -3.504 0.099
H -3.265 2.651 -5.152 0.099
H -3.305 3.820 -3.816 0.097
C 7.532 -1.979 -4.163 -0.063
C 7.376 -1.606 -2.699 -0.213
O 6.834 -0.287 -2.558 0.026
C 5.500 -0.172 -2.782 -0.545
O 4.741 -1.080 -3.080 0.100
O 5.162 1.134 -2.647 -0.002
C 3.800 1.412 -2.964 -0.049
H 8.119 -1.223 -4.693 0.084
H 8.026 -2.949 -4.264 0.079
H 6.561 -2.036 -4.665 0.063
H 8.362 -1.594 -2.223 0.123
H 6.765 -2.336 -2.156 0.122
H 3.119 0.774 -2.391 0.083
H 3.635 1.285 -4.039 0.102
H 3.595 2.454 -2.703 0.100
C 14.080 -2.101 -3.878 -0.070
C 13.104 -1.760 -2.764 -0.219
O 11.928 -2.575 -2.842 0.016
C 12.066 -3.850 -2.400 -0.551
O 13.084 -4.347 -1.946 0.109
O 10.882 -4.488 -2.579 -0.015
C 10.921 -5.876 -2.253 -0.052
H 13.588 -2.040 -4.853 0.082
H 14.933 -1.418 -3.866 0.080
H 14.458 -3.123 -3.777 0.075
H 12.777 -0.721 -2.878 0.123
H 13.570 -1.845 -1.776 0.125
H 11.299 -6.036 -1.238 0.097
H 11.535 -6.411 -2.984 0.100
H 9.901 -6.266 -2.306 0.094
C 2.278 -5.563 -9.030 -0.070
C 2.088 -6.619 -7.956 -0.220
O 3.140 -6.562 -6.985 0.022
C 3.053 -5.554 -6.081 -0.549
O 2.168 -4.715 -6.024 0.103
O 4.137 -5.622 -5.269 -0.007
C 4.224 -4.548 -4.335 -0.049
H 3.273 -5.645 -9.480 0.082
H 1.523 -5.668 -9.814 0.079
H 2.201 -4.553 -8.614 0.074
H 2.136 -7.612 -8.415 0.122
H 1.109 -6.534 -7.471 0.125
H 3.305 -4.454 -3.748 0.099
H 4.443 -3.614 -4.862 0.091
H 5.049 -4.759 -3.649 0.094
```